[1]
This record from OMol25 describes C26H33Cl5N2OPtSi3 as an isolated structure. The level of theory is wB97M-V/def2-TZVPD.

Computed properties:
Energy above the lowest of the compared OMol25 structures with the same formula, charge and spin (kJ/mol): 41.60
Net charge: -2
Frontier orbital gap (eV): 3.9

CARTESIAN COORDINATES (ANGSTROEM)
Pt  -0.11  -0.59  -0.65
C  0.55  -1.88  2.70
Si  1.00  -0.09  2.28
C  -0.40  1.03  2.84
C  2.40  0.33  3.52
C  1.51  0.08  0.51
Si  1.95  1.84  -0.03
C  2.00  2.18  -1.88
C  1.11  3.26  0.88
C  3.78  2.11  0.52
Si  2.77  -1.14  0.00
C  4.24  -1.55  1.14
C  3.52  -0.89  -1.72
C  1.88  -2.80  -0.27
C  2.34  -4.10  -0.10
C  1.55  -5.17  -0.49
C  0.32  -4.91  -1.07
C  -0.10  -3.59  -1.21
N  0.65  -2.57  -0.78
H  0.12  -1.94  3.70
H  1.43  -2.54  2.68
H  -0.17  -2.26  1.98
H  -1.08  0.48  3.50
H  -0.99  1.41  2.01
H  -0.01  1.88  3.41
H  2.02  0.15  4.53
H  2.66  1.38  3.45
H  3.31  -0.26  3.40
H  1.16  1.69  -2.37
H  2.95  1.87  -2.34
H  1.89  3.26  -2.03
H  0.05  3.28  0.68
H  1.56  4.19  0.50
H  1.29  3.24  1.96
H  4.50  1.42  0.06
H  3.89  2.01  1.60
H  4.09  3.12  0.24
H  4.82  -0.65  1.36
H  4.90  -2.26  0.64
H  3.92  -1.99  2.09
H  4.13  0.01  -1.79
H  2.72  -0.80  -2.46
H  4.14  -1.75  -1.97
H  3.32  -4.27  0.34
H  1.88  -6.19  -0.35
H  -0.33  -5.70  -1.41
H  -1.04  -3.31  -1.66
Cl  -7.20  0.39  -2.33
C  -5.53  -0.08  -2.33
C  -5.02  -0.85  -1.29
Cl  -6.06  -1.37  -0.01
C  -3.69  -1.22  -1.29
Cl  -3.03  -2.20  -0.02
C  -2.76  -0.82  -2.30
O  -1.53  -1.12  -2.29
C  -3.35  -0.07  -3.36
Cl  -2.28  0.41  -4.63
C  -4.68  0.30  -3.36
Cl  -5.31  1.24  -4.67
N  -0.69  1.29  -0.75
C  -1.87  1.75  -0.36
C  -2.81  1.14  0.56
C  -4.01  1.73  0.89
C  -4.41  2.96  0.37
C  -3.52  3.59  -0.52
C  -2.32  3.03  -0.87
H  -2.55  0.18  0.99
H  -4.66  1.20  1.57
H  -5.37  3.40  0.62
H  -3.79  4.55  -0.96
H  -1.66  3.52  -1.58

---

[2]
This record from OMol25 describes one molecule with the formula H3OPS at a distorted geometry. The level of theory is wB97M-V/def2-TZVPD.

Computed properties:
Energy above the lowest of the compared OMol25 structures with the same formula, charge and spin (kJ/mol): 216.74
Frontier orbital gap (eV): 9.0
SMILES: POS

CARTESIAN COORDINATES (ANGSTROEM)
O  0.78  -0.23  -0.44
P  -0.56  -0.82  0.25
S  2.44  -0.32  0.35
H  -0.74  -1.92  -0.54
H  -1.47  -0.37  -0.63
H  2.56  0.89  0.80

---

[3]
This record from OMol25 describes a 4-piece molecular cluster, CH5NOSi overall at a distorted geometry. The level of theory is wB97M-V/def2-TZVPD.

Computed properties:
Energy above the lowest of the compared OMol25 structures with the same formula, charge and spin (kJ/mol): 205.25
Frontier orbital gap (eV): 10.3

CARTESIAN COORDINATES (ANGSTROEM)
C  2.74  -3.86  1.61
N  3.36  -4.82  1.54
O  1.01  -1.64  0.88
Si  0.83  -0.85  -0.41
H  2.12  -3.03  1.68
H  -2.36  2.03  -0.14
H  -1.53  2.27  -0.44
H  -0.31  -0.48  -1.16
H  2.17  -0.44  -1.16

---

[4]
This record from OMol25 describes C11H30ClI2N2OP2Yb as an isolated structure at a distorted geometry. The level of theory is wB97M-V/def2-TZVPD.

Computed properties:
Spin multiplicity: 2
Net charge: +2
Frontier orbital gap (spin up / spin down) (eV): 6.8 / 5.9

CARTESIAN COORDINATES (ANGSTROEM)
I  1.23  0.50  -5.87
I  0.72  -1.95  -5.40
Yb  0.07  -0.33  -0.63
P  -2.88  -0.16  -1.83
C  -4.10  0.00  -0.45
C  -3.59  1.21  -2.85
H  -4.67  1.09  -2.99
H  -4.72  -1.26  -3.04
H  -3.08  1.21  -3.81
H  -3.10  -1.61  -3.72
H  -3.89  0.94  0.08
H  -3.38  2.16  -2.34
C  -3.68  -1.50  -2.80
H  -5.13  0.03  -0.85
H  -3.63  -2.44  -2.24
H  -3.99  -0.83  0.25
P  2.74  -0.05  -1.95
C  3.88  0.05  -0.51
C  3.58  -1.40  -2.85
H  2.90  1.46  -3.84
H  4.52  1.16  -3.09
H  3.34  2.28  -2.30
C  3.46  1.35  -2.89
H  3.10  -1.52  -3.83
H  4.65  -1.17  -2.95
H  4.90  0.00  -0.92
H  3.70  -0.78  0.18
H  3.44  -2.34  -2.28
H  3.73  1.01  0.02
Cl  -0.26  1.65  -2.10
C  0.44  2.41  2.40
N  0.25  1.26  3.28
C  0.21  1.51  4.71
C  0.02  0.09  2.65
O  0.04  0.13  1.38
N  -0.26  -1.10  3.24
C  -0.16  -1.45  4.65
C  -0.47  -2.23  2.33
H  0.68  3.27  3.02
H  -0.47  2.62  1.82
H  1.26  2.22  1.70
H  -0.76  1.23  5.16
H  1.02  1.00  5.25
H  0.34  2.58  4.87
H  -1.04  -2.05  4.92
H  0.73  -2.08  4.84
H  -0.13  -0.59  5.30
H  -1.28  -2.01  1.61
H  0.46  -2.47  1.76
H  -0.75  -3.11  2.92

---

[5]
This record from OMol25 describes an isolated ion of composition C2H4NO2 and charge -1. The level of theory is wB97M-V/def2-TZVPD.

Computed properties:
Energy above the lowest of the compared OMol25 structures with the same formula, charge and spin (kJ/mol): 27.42
Net charge: -1
Frontier orbital gap (eV): 8.4
SMILES: NCC(=O)[O-]

CARTESIAN COORDINATES (ANGSTROEM)
O  -0.03  -0.47  1.74
C  0.29  -0.18  0.57
O  1.44  -0.09  0.07
C  -0.90  -0.04  -0.41
N  -0.62  0.68  -1.67
H  -1.78  0.32  0.12
H  -1.15  -1.09  -0.60
H  -1.29  1.45  -1.67
H  0.28  1.15  -1.53

---

[6]
This record from OMol25 describes a 2-piece molecular cluster, C3H9N3 overall at a distorted geometry. The level of theory is wB97M-V/def2-TZVPD.

Computed properties:
Spin multiplicity: 2
Energy above the lowest of the compared OMol25 structures with the same formula, charge and spin (kJ/mol): 450.53
Net charge: -1
Frontier orbital gap (spin up / spin down) (eV): 2.7 / 5.8

CARTESIAN COORDINATES (ANGSTROEM)
C  0.12  -1.66  1.39
C  -0.69  -3.14  -0.42
N  -0.49  -1.93  0.02
H  -0.80  -1.12  1.68
H  0.86  -0.81  1.29
H  0.17  -2.67  1.87
H  -0.73  -3.09  -1.57
H  -1.22  -4.01  -0.21
N  1.18  2.22  -0.12
C  0.32  2.98  -0.82
N  -0.66  2.50  -1.53
H  1.93  2.77  0.14
H  0.98  1.16  -0.29
H  0.46  4.14  -0.54
H  -1.44  2.65  -0.89

---

[7]
This record from OMol25 describes a 2-piece molecular cluster, CH6NS overall at a distorted geometry. The level of theory is wB97M-V/def2-TZVPD.

Computed properties:
Energy above the lowest of the compared OMol25 structures with the same formula, charge and spin (kJ/mol): 78.73
Net charge: -1
Frontier orbital gap (eV): 6.6

CARTESIAN COORDINATES (ANGSTROEM)
S  0.05  -3.10  1.22
H  -0.68  -2.70  2.24
C  -0.11  1.02  -1.06
N  0.20  0.98  0.44
H  -1.14  1.53  -1.17
H  0.84  1.47  -1.61
H  0.02  0.05  -1.45
H  1.09  0.50  0.48
H  -0.26  0.25  0.91

---

[8]
This record from OMol25 describes a 2-piece molecular cluster, C32H32N4O overall at a distorted geometry. The level of theory is wB97M-V/def2-TZVPD.

Computed properties:
Energy above the lowest of the compared OMol25 structures with the same formula, charge and spin (kJ/mol): 32.32
Frontier orbital gap (eV): 2.4

CARTESIAN COORDINATES (ANGSTROEM)
C  -2.53  -1.62  1.83
C  -1.86  -0.30  1.88
C  -2.68  0.84  1.88
N  -3.42  1.76  1.89
C  -0.45  -0.13  1.85
C  0.46  -1.24  1.84
C  1.83  -1.05  1.84
C  2.37  0.24  1.84
C  3.79  0.41  1.84
N  4.95  0.54  1.84
C  1.51  1.35  1.83
C  0.13  1.18  1.84
H  -1.84  -2.46  1.82
H  -3.20  -1.73  2.70
H  -3.17  -1.68  0.94
H  0.06  -2.26  1.84
H  2.49  -1.91  1.83
H  1.93  2.36  1.83
H  -0.52  2.05  1.83
C  -7.93  -4.02  8.89
N  -7.13  -3.76  7.72
C  -7.29  -4.48  6.57
O  -8.08  -5.42  6.43
C  -6.33  -3.91  5.53
C  -7.06  -3.35  4.32
C  -7.82  -4.42  3.56
C  -9.21  -4.34  3.42
C  -9.91  -5.37  2.78
C  -9.22  -6.46  2.24
C  -7.82  -6.53  2.36
C  -7.12  -5.51  3.01
N  -5.61  -2.88  6.30
C  -4.63  -2.14  5.75
C  -3.96  -1.14  6.45
C  -2.96  -0.30  5.96
C  -2.31  0.71  6.76
C  -1.29  1.54  6.21
C  -0.66  2.52  6.97
C  -1.01  2.71  8.32
C  -2.01  1.91  8.89
C  -2.64  0.93  8.13
C  -6.10  -2.74  7.69
C  -6.74  -1.36  7.92
C  -5.01  -3.09  8.71
H  -8.63  -4.83  8.66
H  -7.29  -4.33  9.73
H  -8.49  -3.13  9.19
H  -5.63  -4.71  5.22
H  -7.77  -2.58  4.66
H  -6.32  -2.87  3.66
H  -9.73  -3.49  3.86
H  -11.00  -5.30  2.70
H  -9.76  -7.26  1.74
H  -7.27  -7.38  1.95
H  -6.04  -5.55  3.12
H  -4.39  -2.38  4.71
H  -4.25  -0.99  7.48
H  -2.65  -0.41  4.92
H  -1.02  1.39  5.16
H  0.12  3.14  6.52
H  -0.52  3.48  8.91
H  -2.29  2.05  9.93
H  -3.42  0.32  8.61
H  -7.57  -1.22  7.21
H  -7.13  -1.31  8.95
H  -6.03  -0.54  7.78
H  -4.68  -4.12  8.52
H  -4.14  -2.43  8.64
H  -5.43  -3.02  9.72

---

[9]
This record from OMol25 describes a 8-piece molecular cluster, C3H23N2O7S overall at a distorted geometry. The level of theory is wB97M-V/def2-TZVPD.

Computed properties:
Energy above the lowest of the compared OMol25 structures with the same formula, charge and spin (kJ/mol): 201.12
Net charge: -1
Frontier orbital gap (eV): 6.0

CARTESIAN COORDINATES (ANGSTROEM)
N  -0.13  -0.07  -2.11
C  0.72  0.34  -0.93
C  2.16  0.71  -1.56
S  1.83  2.13  -2.80
C  0.94  -0.88  0.08
N  -0.04  -0.81  1.24
H  -0.95  0.47  -1.99
H  0.24  0.22  -3.04
H  0.33  1.28  -0.48
H  2.87  1.22  -0.78
H  2.56  -0.18  -1.99
H  0.81  -1.73  -0.62
H  1.82  -0.69  0.64
H  -0.93  -0.80  0.94
H  0.12  0.11  1.64
H  -1.05  -3.46  -0.27
H  0.05  -3.64  0.98
O  -0.72  -4.09  0.41
H  1.88  -0.15  3.66
H  1.32  -1.14  2.75
O  1.77  -1.09  3.60
H  0.42  2.92  2.27
H  1.21  2.65  0.94
O  0.87  2.23  1.74
H  -1.12  -3.37  -2.51
H  -0.98  -2.02  -1.71
O  -1.36  -2.83  -1.80
H  -2.86  -2.55  -0.41
H  -3.22  -2.08  1.02
O  -2.99  -1.80  0.28
H  -1.45  2.85  -0.68
H  -1.91  1.57  -0.10
O  -1.86  2.58  0.13
H  -1.40  1.91  2.05
H  -2.37  1.48  3.23
O  -1.52  2.02  3.11

---

[10]
This record from OMol25 describes one molecule with the formula C4H6N2O2 at a distorted geometry. The level of theory is wB97M-V/def2-TZVPD.

Computed properties:
Energy above the lowest of the compared OMol25 structures with the same formula, charge and spin (kJ/mol): 465.34
Frontier orbital gap (eV): 8.5
SMILES: [H]/N=C(N)\C=C/C(=O)O

CARTESIAN COORDINATES (ANGSTROEM)
C  0.21  -0.04  -1.05
C  -0.87  0.53  -0.21
C  -1.24  0.20  1.12
C  -0.23  -0.17  2.19
H  1.93  -0.49  -1.85
H  2.02  0.32  -0.09
H  -0.88  0.13  -2.78
H  -1.55  1.18  -0.77
H  -1.98  0.97  1.22
H  0.74  -1.20  0.54
N  1.61  -0.31  -0.78
N  0.02  -0.08  -2.50
O  0.84  -0.95  1.67
O  -0.63  -0.10  3.29

---

[11]
This record from OMol25 describes one molecule with the formula C4H8ClOP at a distorted geometry. The level of theory is wB97M-V/def2-TZVPD.

Computed properties:
Energy above the lowest of the compared OMol25 structures with the same formula, charge and spin (kJ/mol): 439.30
Frontier orbital gap (eV): 8.1
SMILES: CC1(C)CP1OCl

CARTESIAN COORDINATES (ANGSTROEM)
C  -0.06  1.05  1.05
C  0.28  0.08  -0.16
C  0.14  -1.36  0.25
C  1.41  0.48  -1.16
O  -2.52  0.31  0.44
P  -1.33  1.00  -0.36
Cl  -3.48  -0.98  -0.25
H  -0.54  0.57  1.84
H  0.53  1.88  1.20
H  0.08  -1.96  -0.55
H  -0.58  -1.50  1.04
H  1.16  -1.65  0.76
H  1.32  1.52  -1.07
H  1.16  0.40  -2.10
H  2.41  0.16  -0.92

---

[12]
This record from OMol25 describes one molecule with the formula C4H10N2O at a distorted geometry. The level of theory is wB97M-V/def2-TZVPD.

Computed properties:
Energy above the lowest of the compared OMol25 structures with the same formula, charge and spin (kJ/mol): 163.85
Frontier orbital gap (eV): 10.1
SMILES: CN(C)C(=O)CN

CARTESIAN COORDINATES (ANGSTROEM)
N  0.95  -1.95  -0.92
C  -0.36  -1.31  -1.09
C  -0.71  -0.55  0.20
N  -0.34  0.79  0.23
C  -0.92  1.56  1.35
C  1.06  1.10  -0.10
O  -1.52  -0.97  1.01
H  1.04  -2.47  -0.06
H  1.22  -2.47  -1.75
H  -0.37  -0.56  -1.87
H  -1.14  -2.08  -1.05
H  -0.51  1.23  2.31
H  -1.99  1.43  1.23
H  -0.58  2.59  1.27
H  1.19  1.09  -1.17
H  1.21  2.17  0.05
H  1.77  0.39  0.34